ORCA calculation (ωB97M-V/def2-TZVPD) on a structure of composition C28H35AlF33O6Si in a non-equilibrium geometry.

Structure (ORCA input):
```
! RIJCOSX wB97M-V def2-TZVPD def2/J DEFGRID3
* xyz -1 1
Si -3.0516 0.2817 -4.3967
Al -1.5413 -0.2714 -2.6598
F 10.2367 3.9292 12.2433
F -3.9476 3.1090 -12.1324
F 3.9232 -0.0160 2.1719
F 2.8402 -1.8757 1.8986
F 3.1374 -1.3270 4.5902
F 6.0871 1.9125 5.9682
F -5.9202 -2.1938 -1.7764
F 2.6862 -0.4345 -2.2884
F -5.6177 1.4345 -8.1233
F -4.3371 -4.2387 -0.9876
F -6.9060 -3.2129 2.6864
F 8.3309 0.1634 9.8753
F 2.9737 1.4230 4.3917
F 6.7923 1.7224 11.6786
F 3.9821 3.2515 4.9343
F 6.6138 0.1166 8.5460
F -8.7903 -4.1631 0.7523
F -7.2291 -5.0272 3.7883
F -5.0759 -0.6687 -9.7661
F -9.5660 -3.9662 2.7702
F -6.9236 -2.1237 0.1357
F 7.9874 3.9676 10.6354
F 4.2726 -3.0321 3.9519
F 9.7478 4.6749 9.6327
F 5.7627 1.4788 3.8638
F 5.9419 -0.1886 11.1431
F -6.4482 -4.7310 -0.8967
F -3.3109 0.4971 -9.2919
F -1.6315 4.4863 -11.5128
F -4.8888 2.8486 -9.5711
F -2.3056 2.6114 -13.4237
F -2.1119 3.0693 -9.9402
F 9.5944 1.9036 11.7964
O -2.8762 1.1359 -11.8981
O -1.3863 0.8139 -1.1656
O 9.0211 2.6702 9.1040
O -6.3364 -5.2010 1.7863
O 5.3762 -1.1730 4.3443
O -2.5490 -1.4813 -1.6367
C 4.1788 -1.6936 3.8327
C 6.2711 1.0324 10.6534
C 3.9915 -1.3471 2.3548
C -1.7352 3.1684 -11.2236
C -2.2892 1.4236 -5.7680
C 9.1755 3.5754 10.1602
C -0.9391 -0.1384 -0.2193
C 10.0980 3.0243 11.2490
C 7.7258 2.1562 8.7607
C -4.6150 1.1669 -3.7416
C 2.0366 0.7750 -2.0102
C -5.4800 -3.9881 -0.3045
C -7.2686 -4.4910 2.5481
C -5.4016 1.6141 -9.4444
C -4.1352 0.5739 -11.4997
C 7.2505 0.8734 9.4871
C -5.2481 -4.5247 1.1296
C 3.8814 1.9321 5.2316
C 1.4779 0.8015 -0.5612
C 0.6050 -0.4685 -0.2129
C -8.6879 -4.6499 1.9991
C -2.7527 2.5058 -12.1543
C -4.4647 0.5285 -9.9868
C 5.2544 1.2680 5.0939
C -5.7731 -2.4939 -0.4669
C -1.7273 -1.5317 -0.4765
C -3.4537 -1.3818 -5.3004
C 5.3588 -0.2407 5.4314
H -4.1145 -2.0372 -4.6994
H -2.4721 -1.9117 -5.3739
H 2.8103 1.5690 -2.0837
H 5.3499 1.5242 10.3292
H -2.3200 -1.9194 0.3968
H 11.0835 2.7927 10.8409
H -8.9794 -5.7018 1.9796
H 0.8713 1.7297 -0.4792
H -0.9884 -2.3567 -0.6408
H -2.2394 0.8796 -6.7373
H 0.8907 -1.2949 -0.8869
H -1.2606 1.7547 -5.5140
H 3.5034 1.8458 6.2544
H -1.1489 0.0714 0.8531
H -4.7829 -3.7831 1.7782
H -4.4977 -5.3085 1.0178
H 1.2597 0.9456 -2.7756
H -6.3715 1.5827 -9.9492
H 4.6578 -0.5409 6.2105
H 6.9648 2.9365 8.7545
H 0.8709 -0.7169 0.8387
H -0.1447 -0.9566 -3.0451
H -3.7988 -1.2307 -6.3457
H -4.0498 -0.4715 -11.8000
H -0.7530 2.7039 -11.3292
H 4.8193 -1.7308 1.7552
H -4.9538 -1.8851 -0.0737
H -4.3311 2.2267 -3.5242
H 7.8364 1.8685 7.7149
H -4.9603 0.9688 -12.0927
H 2.3381 0.8603 0.1427
H -2.9280 2.3238 -5.9179
H -4.9538 0.7383 -2.7759
H -5.4434 1.2383 -4.4865
H 6.3454 -0.3607 5.8820
*
```

Summary:
HOMO energy: -0.1656 hartree
gap between HOMO and LUMO: 5.9 eV
largest force on an atom: 2.068 eV/A
E_tot: -5366.99675 a.u.



ORCA calculation (ωB97M-V/def2-TZVPD) on a structure of composition C28H35B2F29O14 in a non-equilibrium geometry.

Structure (ORCA input):
```
! RIJCOSX wB97M-V def2-TZVPD def2/J DEFGRID3
* xyz -2 1
F -1.0703 4.4556 1.0878
F -6.4130 -1.4923 -2.5440
F -0.7491 0.7812 1.4082
F -3.0782 -4.6802 2.4912
F 0.0612 -1.2245 0.8032
F -1.2495 -0.0828 -0.6292
F -2.8922 2.4175 4.0619
F 3.5968 0.7975 2.1933
F -5.7561 -2.9749 -1.3072
F -2.5123 -3.8398 4.9523
F -6.6068 -1.3751 -0.3670
F -3.6469 0.4802 3.9317
F 3.4080 -1.7040 -4.5056
F -3.5886 -2.0822 5.6301
F -1.3019 -3.7894 3.3799
F 5.2812 4.8633 -4.6973
F 4.5932 -3.5579 -4.0736
F 4.5878 2.2029 0.8839
F 6.3516 4.1083 -3.0215
F -1.2011 -5.4693 1.9244
F -3.2617 4.3124 0.8415
F 4.8174 2.4737 2.9336
F -1.5720 -2.3562 6.3019
F 0.8988 0.5237 -0.2658
F 2.3188 -3.5558 -4.0964
F -2.2115 2.9339 2.2310
F 5.8784 2.8234 -4.5554
F -1.8194 0.8831 5.2008
F -1.7965 0.9188 2.8611
O -4.1680 -0.3892 -2.3753
O -1.4156 2.9195 -1.0912
O -2.4144 -2.3053 1.2417
O 4.1967 2.1803 -2.6205
O 3.1304 4.1692 -3.1659
O 1.6073 2.3192 2.1309
O 2.2739 -2.0936 -1.7371
O 4.4559 -2.4931 -1.6323
O -1.0769 -3.7854 0.0525
O -0.5145 -1.4741 4.1072
O -2.5042 -1.7343 2.9504
O -3.7507 -1.1183 -0.2190
O -2.7551 1.4933 0.1008
O 2.9048 4.2403 2.0988
C 0.2907 -1.0751 3.0512
C 0.3487 2.8845 1.6594
C -0.3817 2.5346 -3.2930
C -4.4668 -1.1092 -1.2602
C 1.7246 1.6248 -2.4111
C 2.2655 -1.6065 -0.4554
C 4.0741 3.3722 -3.1661
C -2.9328 0.1705 -2.5919
C -2.1433 -0.7709 -3.4701
C -5.8445 -1.7128 -1.3369
C -2.1651 3.6326 1.0773
C -0.3478 -3.7991 -2.1314
C -2.4028 -2.5279 5.2431
C -1.1399 -2.9991 -1.1169
C -2.1076 2.5378 -0.0262
C 5.3676 3.7840 -3.8821
C 1.7063 -0.9443 3.6454
C 3.4014 -2.8611 -3.8206
C -1.1558 1.9866 -2.0732
C 3.1028 1.7591 -1.7871
C -1.8615 -1.7459 4.0021
C 2.7831 3.0184 2.0557
C 3.4411 -2.4537 -2.3227
C 3.9661 2.0870 2.0319
C 1.8921 -2.7604 0.4045
C -0.3645 3.6362 2.7539
C -1.7069 -3.3646 1.1362
C -1.7973 -4.3664 2.3139
B -0.2653 0.0732 0.3350
B -2.4790 1.1280 3.9984
H 0.2708 -1.8277 2.2630
H -2.4758 0.3604 -1.6207
H 1.5019 -0.0887 4.2891
H 0.6117 2.9404 -3.1014
H -3.1220 1.1373 -3.0585
H 3.3793 0.8086 -1.3309
H 2.4433 -0.5926 2.9234
H -2.0808 1.4755 -2.3400
H 1.6136 -2.5768 1.4422
H 3.1195 2.4430 -0.9384
H -0.8287 3.2390 -3.9945
H 1.2640 -3.4996 -0.0929
H -1.3882 -0.2044 -4.0151
H 0.6387 -4.1385 -1.8153
H 0.2769 4.2286 3.4064
H 0.5999 3.5625 0.8437
H 1.3931 -0.9540 -0.4913
H -0.8717 3.0209 3.4971
H 2.0168 -1.7988 4.2466
H -2.7307 -1.2501 -4.2534
H -0.1559 2.0312 1.2062
H 3.1579 -1.0530 -0.1633
H -0.2142 -3.2043 -3.0350
H -0.2435 1.6177 -3.8659
H 2.8295 -3.3103 0.4875
H -0.5369 -2.1149 -0.9104
H -0.6153 1.1880 -1.5650
H -0.9945 4.3799 2.2659
H 1.2153 2.5361 -2.7244
H 1.0816 1.1612 -1.6630
H 1.6888 0.8980 -3.2226
H -1.6785 -1.5093 -2.8169
H -0.0748 -0.1420 2.6225
H -2.1546 -2.8620 -1.4905
H -0.7734 -4.7526 -2.4440
*
```

Summary:
HOMO energy: -0.1283 hartree
gap between HOMO and LUMO: 7.3 eV
largest force on an atom: 12.508 eV/A
E_tot: -5086.90484 a.u.
ΔE to the lowest compared entry with this formula, charge and spin: 1766.24 kJ/mol



ORCA calculation (ωB97M-V/def2-TZVPD) on a cluster of 2 separate species, C28H35BN2O12 in total in a non-equilibrium geometry.

Structure (ORCA input):
```
! RIJCOSX wB97M-V def2-TZVPD def2/J DEFGRID3
* xyz -2 1
O 2.9193 3.7090 2.8858
O 2.5836 -5.3368 1.3653
O -4.9633 0.8069 -4.3365
O -2.3979 -3.0747 -1.4878
O 5.7523 -8.0849 -0.7231
O -5.1487 3.2452 -3.9255
O 0.0211 0.0187 -4.3905
O 4.5697 -3.6465 2.4362
O 0.5057 -1.4510 1.0548
O -2.1254 -0.7740 -1.2016
O 7.7347 -6.5886 0.6257
O 3.2043 3.8732 0.6252
N -1.8046 1.6449 -4.6816
N -1.7228 0.3781 1.5613
C -2.7333 2.1905 -3.6081
C 3.7885 -5.5349 1.1674
C -2.2745 2.5930 0.3509
C 4.9010 -4.6677 1.7599
C 6.1527 -5.1195 1.4818
C 6.5361 -6.3070 0.6973
C 2.1517 -2.3887 4.5686
C -0.6066 1.7539 -2.5312
C -0.6633 0.9707 -3.9706
C 2.6520 4.3486 1.8447
C -2.1722 1.6008 -2.1789
C -2.8368 -1.9954 -1.0231
C -2.8298 0.1415 -2.0963
C -4.1879 -2.0239 -0.1710
C 0.7444 -1.4174 2.4601
C -0.0599 -0.4657 3.3881
C 1.3021 2.1355 -0.6273
C -2.8698 2.6074 -1.1387
C 1.3187 -1.4609 5.5197
C 0.2321 -0.5194 4.9392
C 2.5734 4.4726 -0.5334
C 4.1694 -6.6656 0.3073
C -1.1733 0.5802 2.9327
C 5.4239 -7.1131 0.0158
C 1.2301 3.6859 -1.0219
C 0.5141 1.1228 -1.5959
C 1.8615 -2.3838 3.0230
C -2.8276 1.3281 1.2343
B -4.3102 2.0430 -3.9538
H -2.7236 3.5243 0.8804
H 2.3934 1.7554 -0.5668
H -3.3462 1.6888 2.1962
H -4.9779 -1.4522 -0.7845
H 2.9454 -3.0769 5.0149
H -3.9955 2.3479 -1.0306
H -0.9530 0.6241 0.9195
H 7.0064 -4.5726 1.8705
H -1.1416 2.7186 0.4227
H -1.3384 2.4689 -5.1097
H -2.0473 0.5867 3.6778
H 3.2939 4.4385 -1.4342
H 2.3296 5.5728 -0.3401
H -4.5609 -3.0981 -0.0440
H 2.0067 5.2915 1.7924
H -5.7864 1.0646 -4.8084
H 0.3696 4.1461 -0.3949
H -3.8969 0.2489 -1.6542
H 1.3408 -1.4181 0.5389
H -2.8547 3.6670 -1.6022
H -3.5805 0.7351 0.5806
H -0.5481 2.8353 -2.8926
H 1.1336 3.9060 -2.1368
H -2.8777 -0.3979 -3.1219
H -4.0864 -1.4720 0.8335
H 1.5542 -1.5099 6.6483
H -5.3910 3.4218 -4.8674
H 1.3117 0.6513 -2.2925
H -0.6805 1.6347 2.9763
H 0.8826 1.9864 0.4392
H 2.4972 -3.0793 2.3306
H -2.5252 3.3253 -3.7064
H 0.1567 0.2433 -0.9352
H 3.3168 -7.1802 -0.1238
H -0.3614 0.1428 5.6763
*
```

Summary:
HOMO energy: 0.0050 hartree
gap between HOMO and LUMO: 2.0 eV
largest force on an atom: 5.055 eV/A
E_tot: -2124.93855 a.u.



ORCA calculation (ωB97M-V/def2-TZVPD) on a cluster of 7 separate species, C28H35F21O14 in total in a non-equilibrium geometry.

Structure (ORCA input):
```
! RIJCOSX wB97M-V def2-TZVPD def2/J DEFGRID3
* xyz 0 1
F -2.2963 1.3115 -5.7600
F 2.2227 -2.8092 2.6968
F 4.8099 -3.9808 -2.1155
F 1.3153 -3.5768 0.9298
F -0.4957 3.8169 -4.9104
F -4.3062 -7.7002 0.5728
F 2.7000 -1.9582 0.7152
F -4.0597 3.1922 3.2881
F 1.1171 -2.2446 5.4654
F 6.5834 -3.2253 -3.1291
F -1.2109 4.8957 -3.1427
F -3.6551 1.1112 2.8569
F 0.3772 -4.2896 5.3751
F -0.9570 -2.5251 5.0880
F -2.7547 -0.4146 -4.5981
F -6.3033 -7.8232 -0.2875
F 4.7034 -2.1809 -3.3292
F -4.5212 -8.0050 -1.5397
F 0.3847 3.4171 -3.0058
F -1.6224 1.1940 -3.7044
F -5.6106 1.9044 2.4674
O -1.1518 -3.6392 7.6894
O -4.3486 -5.1472 0.1394
O -5.6448 -5.3893 -1.6721
O -0.5214 -0.8073 -6.3833
O 5.4924 -2.5149 -0.1177
O -3.6976 1.8021 0.1403
O 0.9824 5.8545 -5.3361
O 0.5272 -0.6537 0.5350
O -3.6615 3.9013 0.8873
O 6.5585 -0.9989 -1.3851
O -0.3352 -1.5620 2.3841
O 0.5121 0.1126 -4.5958
O 0.6351 -2.3827 8.0142
O 1.6310 5.9139 -3.1960
C -0.4158 -1.9693 10.1723
C -3.3128 5.9357 -0.2744
C 2.7952 0.4749 -4.0983
C 0.5403 -1.4793 1.5723
C 2.0095 6.7859 -5.7006
C -0.5456 0.2985 0.4804
C 7.0477 -1.8488 1.6182
C -1.8022 0.5007 -4.8288
C 1.7499 -2.4279 1.5170
C 1.8430 -0.3623 -4.8957
C -3.6220 -3.1481 1.2087
C 1.5975 8.1800 -5.2551
C -4.4366 -3.7168 0.0714
C -0.4978 -0.1600 -5.3769
C -3.8280 2.6005 1.0270
C -0.2176 -3.0465 7.2272
C -0.3237 1.4129 -0.5268
C 5.4572 -2.8956 -2.4735
C -3.2330 4.4208 -0.3555
C 5.8933 -1.9812 -1.2766
C -4.3098 2.1935 2.4352
C -5.0507 -7.3974 -0.4770
C 0.9188 5.4777 -4.0527
C 0.0939 -3.0392 5.7374
C 5.6084 -1.7172 1.0647
C 0.7336 -2.6624 9.4226
C -0.1560 4.3864 -3.7601
C -5.0575 -5.8847 -0.7651
H -1.4439 -0.2785 0.2538
H -1.2336 2.0082 -0.4894
H 4.8485 -1.9817 1.7927
H -2.1901 4.1320 -0.5051
H 7.2826 -1.1179 2.3917
H 0.5393 2.0310 -0.2694
H -3.7710 4.0568 -1.2318
H 5.4175 -0.6655 0.8457
H 0.6866 -3.7373 9.5939
H -0.0925 1.1202 -1.5506
H 1.6767 -2.2887 9.8134
H -4.0574 -3.4142 2.1736
H -0.5438 -0.9293 9.8760
H 1.9437 -1.4202 -4.6673
H -4.1604 6.3372 0.2821
H 7.7911 -1.6661 0.8423
H 7.2277 -2.8576 1.9886
H -2.6746 -3.6884 1.2455
H 2.0970 6.7799 -6.7859
H -4.0504 -3.3411 -0.8786
H 2.9271 6.3794 -5.2740
H 0.6261 8.4758 -5.6487
H 3.7942 0.0428 -4.1768
H 2.3659 8.8625 -5.6223
H 2.0504 -0.1024 -5.9350
H 2.8099 1.5394 -4.3200
H -3.1379 6.4299 -1.2275
H -2.5176 6.3169 0.3761
H 1.5340 8.2603 -4.1713
H -1.3255 -2.5313 9.9779
H -3.5558 -2.0715 1.0713
H -0.7107 0.7215 1.4723
H -0.1271 -1.9548 11.2244
H 2.5590 0.3657 -3.0353
H -5.4620 -3.3428 0.0937
*
```

Summary:
structure (SMILES): CCOC(=O)C(F)(F)F.CCOC(=O)C(F)(F)F.CCOC(=O)C(F)(F)F.CCOC(=O)C(F)(F)F.CCOC(=O)C(F)(F)F.CCOC(=O)C(F)(F)F.CCOC(=O)C(F)(F)F
HOMO energy: -0.4060 hartree
gap between HOMO and LUMO: 11.4 eV
largest force on an atom: 2.853 eV/A
E_tot: -4238.56225 a.u.
ΔE to the lowest compared entry with this formula, charge and spin: 157.48 kJ/mol



ORCA calculation (ωB97M-V/def2-TZVPD) on a structure of composition C28H35HgN5P2S in a non-equilibrium geometry.

Structure (ORCA input):
```
! RIJCOSX wB97M-V def2-TZVPD def2/J DEFGRID3
* xyz 0 1
Hg 2.6894 -1.0274 0.4558
S -3.9162 -3.4679 2.3553
P -2.0826 0.3828 1.8853
P -1.5891 -1.0935 -1.3860
N -2.8789 -0.9857 1.6392
N -2.9261 -0.7863 -2.4202
N -2.8988 1.1466 3.1155
N -0.4611 -1.3545 -2.8006
N -0.6294 -0.0869 2.6033
C -3.9772 1.2748 5.0987
C 4.7860 -0.2083 -1.3282
C -4.6210 -1.2669 -3.8397
C -3.4083 0.4263 -2.9187
C 3.3382 -0.2694 -1.7817
C -3.0632 2.3780 4.9979
C 2.7786 1.5993 0.9969
C 1.1627 -2.3542 -4.0453
C 1.5834 -2.7762 0.6081
C 3.8083 0.6541 0.8741
C 0.3923 -2.4656 -2.8912
C 4.9516 0.7681 -0.1192
C 1.0060 -1.2302 3.6756
C 2.4060 0.7401 -1.7415
C 2.6368 2.1778 -1.4800
C -0.1998 -0.5364 -3.9073
C -4.4590 0.1587 -3.7819
C -1.0135 0.5933 -0.8051
C -1.8421 1.2679 0.3279
C -3.6682 -1.8317 -3.0127
C -3.8492 0.5127 3.9648
C -2.4068 2.2847 3.7905
C 2.3159 2.5652 -0.0067
C -0.2698 -1.3380 3.1388
C -3.2983 -2.0992 1.9697
C 0.7768 -1.1353 -4.6913
C 1.4348 0.1259 3.5042
C 0.3965 0.8157 2.9103
H 1.2300 2.7458 0.1112
H -5.3482 -1.8037 -4.4299
H 1.6021 -2.0217 4.1041
H 2.0087 2.8025 -2.1414
H -0.7471 0.3890 -4.0517
H -1.3321 2.2010 0.6265
H 3.0923 -1.0868 -2.4619
H -5.0375 0.8978 -4.3130
H 5.5178 0.0073 -2.1344
H -4.3634 -0.3804 3.6323
H -2.9416 3.1630 5.7159
H -0.9598 -2.1733 3.0816
H 1.8784 -3.4581 -0.1986
H -4.6784 1.0935 5.8984
H 1.1720 -0.7504 -5.6243
H 0.2787 1.8603 2.6546
H -0.9737 1.2769 -1.6760
H 2.5388 1.8719 2.0263
H 1.3907 0.4831 -2.0547
H 2.4026 0.5425 3.7485
H 0.3464 -3.2493 -2.1512
H 0.5167 -2.5645 0.5962
H 2.7922 3.5383 0.2273
H 4.1364 0.2852 1.8561
H -2.8466 1.5538 -0.0426
H 1.9123 -3.0567 -4.3763
H -1.6936 2.9221 3.3036
H 0.0200 0.4598 -0.4236
H 5.0378 1.8091 -0.4609
H -3.4464 -2.8579 -2.7661
H 1.9013 -3.1516 1.5888
H 5.0077 -1.2375 -0.9785
H 5.8604 0.5192 0.4555
H 3.6773 2.4586 -1.6992
H -2.9573 1.3530 -2.5972
*
```

Summary:
HOMO energy (alpha / beta): -0.2083 / -0.1612 hartree
gap between HOMO and LUMO (alpha / beta): 5.8 / 4.6 eV
largest force on an atom: 5.735 eV/A
E_tot: -2595.78578 a.u.
ΔE to the lowest compared entry with this formula, charge and spin: 210.48 kJ/mol



Q: Which of these has the lowest largest force on an atom?
A: C28H35AlF33O6Si